{"formula": "C4H8N2O2", "method": "wB97M-V/def2-TZVPD", "gap_ev": 7.44, "total_charge": 0, "homo_ev": -7.97, "spin_multiplicity": 1, "lumo_energy_ha": -0.020, "e_tot_ha": -417.0714, "elements": ["C", "C", "C", "N", "C", "O", "N", "O", "H", "H", "H", "H", "H", "H", "H", "H"], "coordinates": [[0.181, 0.431, -0.168], [0.036, 0.268, -1.673], [0.431, -0.991, 0.751], [1.224, 1.379, 0.173], [-1.048, 0.721, 0.544], [-0.506, -1.958, 0.294], [-2.195, 0.962, 0.668], [1.619, -1.330, 0.927], [-0.055, -2.807, 0.397], [1.216, 1.556, 1.176], [2.105, 0.891, 0.004], [-2.941, 0.702, 1.292], [-0.128, -0.484, 1.738], [-0.210, 1.217, -2.149], [-0.722, -0.479, -1.906], [0.993, -0.076, -2.069]], "atomic_forces_ev_per_a": [[0.4, -0.6, 0.4], [-0.3, 0.0, 0.1], [-0.5, 0.8, 0.8], [0.0, 0.0, 0.1], [-0.5, 0.3, -1.4], [-0.1, 0.1, -0.2], [0.8, -0.5, 0.6], [-0.1, 0.2, -0.4], [0.0, 0.2, 0.0], [0.0, -0.1, -0.1], [-0.1, -0.1, 0.1], [-0.1, 0.1, -0.1], [0.4, -0.4, -0.1], [0.0, 0.0, 0.0], [0.0, 0.0, 0.0], [0.0, 0.0, 0.1]]}


{"formula": "C4H8N2O2", "method": "wB97M-V/def2-TZVPD", "gap_ev": [6.98, 8.29], "total_charge": 0, "homo_ev": [-6.17, -10.15], "spin_multiplicity": 3, "lumo_energy_ha": [0.030, -0.068], "s2": 2.011, "e_tot_ha": -417.0535, "elements": ["C", "C", "C", "C", "N", "N", "O", "O", "H", "H", "H", "H", "H", "H", "H", "H"], "coordinates": [[-0.891, -1.058, 0.158], [1.588, -0.071, 0.041], [0.056, 1.922, -0.283], [0.495, 0.558, -0.684], [-0.747, -2.093, -0.481], [-1.540, -0.434, 1.121], [2.011, -1.268, -0.438], [2.087, 0.394, 1.043], [0.583, 2.653, -0.900], [0.327, 2.115, 0.753], [-1.014, 2.067, -0.439], [0.336, 0.272, -1.718], [1.350, -1.653, -1.039], [-1.218, -2.962, -0.262], [-2.202, -0.919, 1.717], [-1.222, 0.477, 1.411]], "atomic_forces_ev_per_a": [[-1.3, -1.0, 0.6], [-0.3, -0.3, -0.3], [0.0, -0.5, 0.1], [2.5, 2.2, -1.1], [0.0, 0.0, -0.2], [-0.4, -0.3, 0.3], [0.3, 0.1, 0.0], [0.0, 0.1, 0.0], [0.0, 0.2, -0.1], [0.0, 0.1, 0.0], [-0.1, 0.1, 0.0], [-0.3, -0.3, 0.2], [0.0, 0.1, 0.2], [-0.3, -0.5, 0.1], [0.0, 0.1, 0.1], [-0.1, -0.1, 0.1]]}


{"formula": "C4H8N2O3", "method": "wB97M-V/def2-TZVPD", "gap_ev": 9.81, "total_charge": 0, "smiles": "C=C(C)[N+](=O)[O-].C=NO", "homo_ev": -10.01, "spin_multiplicity": 1, "lumo_energy_ha": -0.007, "e_tot_ha": -492.2277, "elements": ["C", "C", "C", "N", "O", "O", "H", "H", "H", "H", "H", "C", "N", "O", "H", "H", "H"], "coordinates": [[-1.868, 1.074, -0.314], [-0.565, 1.099, -0.229], [0.286, 1.037, 0.995], [0.182, 1.218, -1.512], [1.381, 1.315, -1.503], [-0.510, 1.414, -2.462], [-2.459, 0.971, 0.591], [-2.425, 1.087, -1.295], [-0.083, 1.777, 1.580], [0.020, 0.058, 1.471], [1.304, 1.149, 0.913], [0.726, -2.618, -0.531], [1.106, -1.410, -0.765], [2.450, -1.166, -1.063], [-0.265, -2.898, -0.130], [1.603, -3.330, -0.305], [2.572, -0.178, -1.168]], "atomic_forces_ev_per_a": [[-1.8, -0.3, -0.9], [1.7, -0.4, -0.4], [-2.5, -3.2, -0.5], [-1.2, 1.1, 1.0], [1.2, -0.1, 0.1], [-0.3, -0.2, -2.0], [0.1, 0.1, -0.1], [0.9, 0.1, 1.4], [-0.9, 2.3, 2.3], [0.6, 0.8, -0.1], [2.2, 0.1, -0.7], [3.7, 0.1, 1.4], [-1.3, 0.3, -0.5], [-0.3, -0.6, 0.5], [0.5, 0.8, -0.8], [-1.5, 0.4, -0.8], [-1.1, -1.3, 0.2]]}


{"formula": "C4H8N2O5P", "method": "wB97M-V/def2-TZVPD", "gap_ev": 8.58, "total_charge": -1, "smiles": "N[C@@H](CC(=O)O)C(=O)[P@@](N)(=O)[O-]", "homo_ev": -5.16, "spin_multiplicity": 1, "lumo_energy_ha": 0.126, "e_tot_ha": -984.4487, "elements": ["N", "C", "C", "C", "O", "O", "C", "O", "P", "N", "O", "O", "H", "H", "H", "H", "H", "H", "H", "H"], "coordinates": [[-0.348, -1.549, 0.298], [-0.392, -0.087, 0.351], [-1.787, 0.441, 0.839], [-2.864, 0.075, -0.178], [-3.717, 0.892, -0.461], [-2.773, -1.167, -0.747], [0.935, 0.485, 0.866], [1.113, 1.326, 1.732], [2.334, -0.103, -0.338], [2.314, 1.553, -1.070], [3.601, -0.287, 0.392], [1.875, -1.150, -1.310], [0.480, -1.979, -0.314], [-0.088, -1.924, 1.219], [-0.436, 0.254, -0.697], [-1.623, 1.454, 0.866], [-2.233, 0.095, 1.820], [-1.917, -1.553, -0.453], [3.249, 1.800, -0.817], [2.277, 1.426, -1.999]], "atomic_forces_ev_per_a": [[2.0, -2.2, -0.4], [-0.8, 0.0, -0.1], [0.3, -3.2, 0.5], [0.1, 0.5, -0.5], [0.2, -1.2, -0.1], [-0.9, 1.7, 0.3], [0.4, 0.3, 0.0], [-0.6, -1.2, -0.8], [-0.2, 1.5, -0.1], [-0.1, -1.8, 4.2], [0.5, 0.1, 0.5], [-0.4, 0.4, 0.0], [-2.0, 2.0, 1.0], [-0.6, 0.3, -0.2], [0.5, -0.1, 0.1], [-0.4, 2.6, 0.2], [1.1, 0.2, -0.7], [0.5, -0.4, 0.4], [0.7, 0.8, 0.0], [-0.2, -0.4, -4.3]]}


{"formula": "C4H8N2OP", "method": "wB97M-V/def2-TZVPD", "gap_ev": 9.50, "total_charge": 1, "smiles": "C[N@H+]1C[C@H]1/C=N/P=O", "homo_ev": -13.47, "spin_multiplicity": 1, "lumo_energy_ha": -0.146, "e_tot_ha": -682.9461, "elements": ["C", "N", "C", "C", "C", "N", "P", "O", "H", "H", "H", "H", "H", "H", "H", "H"], "coordinates": [[-0.116, 0.825, 1.570], [-0.529, -0.438, 1.084], [-1.313, -0.529, -0.172], [-0.096, -1.233, -0.047], [0.969, -0.824, -1.066], [0.898, 0.216, -1.693], [1.190, 1.615, -2.814], [1.439, 2.568, -1.772], [0.677, 0.443, 2.211], [0.392, 1.514, 0.862], [-1.098, 1.243, 1.910], [-0.855, -0.943, 1.875], [-1.150, 0.489, -0.560], [-2.072, -1.223, -0.101], [-0.180, -2.303, -0.252], [1.845, -1.420, -1.035]], "atomic_forces_ev_per_a": [[1.2, 1.5, 0.0], [-1.2, -2.4, -1.1], [0.3, 2.4, 0.7], [2.4, -1.1, -3.8], [0.9, 0.0, 2.5], [-0.8, 2.5, -3.1], [-0.6, -3.2, 0.8], [0.7, 2.4, 1.0], [-0.2, 1.4, 1.3], [-0.6, -0.7, -0.1], [1.5, 0.2, 0.6], [-0.5, -1.0, 0.5], [-1.3, -0.8, -0.9], [-2.6, -0.1, -0.2], [-0.1, -0.2, 2.0], [0.9, -1.0, -0.2]]}


{"formula": "C4H8N2OS", "method": "wB97M-V/def2-TZVPD", "gap_ev": 8.80, "total_charge": 0, "smiles": "C/C(CO)=N/NC=S", "homo_ev": -8.57, "spin_multiplicity": 1, "lumo_energy_ha": 0.008, "e_tot_ha": -740.0618, "elements": ["C", "C", "C", "O", "N", "N", "C", "S", "H", "H", "H", "H", "H", "H", "H", "H"], "coordinates": [[2.060, 1.180, -2.060], [1.209, 0.550, -0.947], [1.494, -0.895, -0.545], [1.709, -1.137, 0.782], [0.499, 1.334, -0.252], [-0.490, 0.828, 0.653], [-1.535, 0.090, 0.208], [-2.631, -0.813, 1.148], [1.709, 2.170, -2.451], [3.163, 1.254, -1.864], [1.899, 0.580, -2.923], [2.451, -1.172, -1.090], [0.754, -1.655, -0.981], [0.803, -1.185, 1.291], [-0.417, 1.326, 1.546], [-1.361, 0.097, -0.888]], "atomic_forces_ev_per_a": [[0.0, 0.9, 0.2], [0.9, 0.2, 0.8], [0.1, -1.8, -3.1], [-2.5, 0.0, 2.8], [-1.5, 1.4, -0.2], [1.0, 0.0, 0.1], [0.7, -0.7, 0.8], [1.3, 1.5, -1.4], [0.1, -0.6, 1.1], [-1.1, -0.3, 0.1], [0.3, -1.0, -0.8], [-0.9, 0.4, 0.7], [0.6, 1.2, 0.4], [2.5, 0.2, -1.5], [-0.5, -0.7, -0.4], [-1.0, -0.6, 0.3]]}


Energy above the lowest of the compared OMol25 structures with the same formula, charge and spin readings, ordered: 5.021, 0.247, 7.489, 0.000, 2.794, 2.727 eV